No. 1
Density functional theory data (ωB97M-V/def2-TZVPD) for a structure of composition C17H30BeBrCaCl3F2LiN2O6S2 at a distorted geometry.

## Properties
2S+1: 1
Net charge: +1
Frontier orbital gap, eV: 4.0

Cartesian coordinates (Å):
C 2.8636 0.9431 0.9085
C 2.2446 0.0756 0.2990
C 1.4627 -0.7095 -0.7889
C -0.1114 -0.8616 -0.4587
O -0.8838 -0.5334 -1.6330
C -1.5780 0.6822 -1.6191
O -1.7062 1.0254 -3.0155
C -3.1141 0.5518 -1.1270
N -3.8350 -0.5519 -1.8210
C -3.2942 0.4588 0.4450
C -4.2901 -0.7063 0.8792
F -3.8600 1.7155 0.8773
S -0.6909 2.1582 -0.8838
O -0.7380 2.2703 0.6068
O 0.6887 2.3247 -1.4741
F -1.5265 3.5410 -1.4169
H 3.5190 1.6621 1.4698
H 1.9163 -1.7836 -0.9699
H 1.4814 -0.1882 -1.8131
H -0.2493 -1.9821 -0.2887
H -0.4103 -0.3696 0.5083
H -2.2955 1.8011 -3.1121
H -3.6201 1.5190 -1.4668
H -4.6600 -0.1487 -2.2755
H -3.2284 -0.9969 -2.5224
H -2.3529 0.3318 1.0470
H -5.3035 -0.5737 0.3699
H -3.8520 -1.7227 0.6262
H -4.5127 -0.6382 1.9925
N 3.6228 -2.8620 1.9811
C 4.7892 -2.2139 2.0081
C 5.5782 -2.0869 3.1402
C 5.1303 -2.6633 4.3184
C 3.9222 -3.3407 4.3187
C 3.2119 -3.4123 3.1304
H 5.0940 -1.7786 1.0636
H 6.5181 -1.5509 3.1011
H 5.7172 -2.5857 5.2264
H 3.5399 -3.8034 5.2193
H 2.2623 -3.9350 3.0790
Cl 1.4718 3.3966 -0.0018
Li -4.9153 -2.9476 -0.2639
C 2.7196 -1.5564 -6.3892
S 2.5427 -1.0079 -4.6846
O 1.6931 -1.9866 -3.9874
C 1.5164 0.4362 -5.0487
H 3.3015 -2.4782 -6.3959
H 1.7347 -1.7439 -6.8172
H 3.2440 -0.7935 -6.9675
H 0.6063 0.1236 -5.5603
H 2.0779 1.1365 -5.6720
H 1.2520 0.9237 -4.1053
Ca 3.8335 0.2646 -2.5635
Cl 3.0226 -2.8126 -1.5577
C -3.3869 3.0491 4.1259
C -2.2444 2.9090 5.1129
O -1.4229 1.7984 4.7638
H -3.9924 2.1402 4.1090
H -4.0274 3.8943 4.3865
H -3.0051 3.1970 3.1104
H -2.6278 2.7399 6.1197
H -1.6264 3.8128 5.1262
H -1.0788 1.9579 3.8768
Cl -5.1423 -5.4827 0.6126
Be -0.6219 4.3640 0.4845
Br -2.3740 5.6041 -1.7426



No. 2
Density functional theory data (ωB97M-V/def2-TZVPD) for a structure of composition C2H2Br2S2 at a distorted geometry.

## Properties
2S+1: 1
Net charge: 0
Frontier orbital gap, eV: 7.8
Energy above the lowest of the compared OMol25 structures with the same formula, charge and spin, eV: 1.7129

Cartesian coordinates (Å):
C 0.1037 -0.2059 0.6134
C -0.1760 -0.4633 -0.6786
S 1.4155 -0.3761 1.7355
S -1.4068 0.0710 -1.8127
Br -1.4316 1.3764 1.6623
Br 1.0083 -1.5458 -1.6699
H 2.3491 0.2910 1.0400
H -1.8623 0.8526 -0.8902



No. 3
Density functional theory data (ωB97M-V/def2-TZVPD) for the molecule C4H6O2S at a distorted geometry.

## Properties
2S+1: 1
Net charge: 0
SMILES: C=C(C)C(=O)OS
Frontier orbital gap, eV: 9.6
Energy above the lowest of the compared OMol25 structures with the same formula, charge and spin, eV: 1.7097

Cartesian coordinates (Å):
C -1.0156 1.1927 0.0811
C -0.1578 0.2079 0.2263
C 1.1855 -0.0156 -0.4941
C -0.5937 -0.8403 1.1617
O -1.4785 -0.6297 1.9622
O 0.1841 -1.9558 1.0939
S -0.3982 -3.4034 1.5965
H -0.9151 1.9837 -0.5806
H -1.9818 1.2086 0.6980
H 1.0373 -0.6142 -1.4514
H 1.8679 -0.7112 -0.0326
H 1.6679 0.8525 -0.8085
H -1.5859 -2.7091 1.8013



No. 4
Density functional theory data (ωB97M-V/def2-TZVPD) for the ion C5IO5 with charge -1 at a distorted geometry.

## Properties
2S+1: 1
Net charge: -1
SMILES: O=C([O-])C1=C(I)C(=O)OC1=O
Frontier orbital gap, eV: 8.0

Cartesian coordinates (Å):
O -0.5825 2.4118 1.0348
C -1.1214 1.2980 0.9286
O -2.1671 0.7973 1.4303
C -0.2736 0.3380 0.1138
C 0.3197 -0.7893 0.4980
I 0.2284 -1.6902 2.3511
C 1.1124 -1.3425 -0.5917
O 1.7101 -2.3597 -0.6901
O 1.0188 -0.4518 -1.6558
C 0.0998 0.5165 -1.3160
O -0.3447 1.2718 -2.1029



No. 5
Density functional theory data (ωB97M-V/def2-TZVPD) for a cluster of 2 separate species, C9H14O in total at a distorted geometry.

## Properties
2S+1: 1
Net charge: 0
SMILES: Cc1ccc(O)cc1.CC
Frontier orbital gap, eV: 8.9
Energy above the lowest of the compared OMol25 structures with the same formula, charge and spin, eV: 2.3377

Cartesian coordinates (Å):
C 1.0579 -1.3998 3.1280
C 0.2248 -1.1886 1.9361
C -1.0752 -0.7211 2.1038
C -1.6919 -0.3786 1.0005
C -1.1035 -0.4912 -0.2742
O -1.8274 -0.0063 -1.3018
C 0.1607 -1.0722 -0.4391
C 0.8713 -1.4694 0.7223
H 0.6506 -1.1736 4.1093
H 1.9734 -0.7346 3.1209
H 1.5281 -2.4237 3.0040
H -1.4710 -0.7368 3.1950
H -2.7638 0.0420 1.1089
H -1.8054 -0.7755 -2.0614
H 0.5579 -1.3001 -1.4073
H 1.8732 -1.9353 0.6078
C 0.1483 2.5724 -1.7485
C 0.5613 1.3510 -2.7757
H 0.2707 3.4496 -2.4985
H -0.8886 2.3985 -1.5405
H 0.7676 2.6378 -0.8735
H -0.1461 0.7794 -3.3874
H 1.0465 1.9071 -3.5904
H 1.0806 0.6688 -2.1384